# 1
{"formula": "C46H52AsHfN8OS4Te", "method": "the ωB97M-V functional and the def2-TZVPD basis", "spin_multiplicity": 2, "de_lowest_kj_mol": 0.4, "e_homo_ev": [-7.1, -7.1], "elements": ["Hf", "C", "C", "C", "C", "N", "C", "N", "C", "N", "C", "N", "C", "C", "C", "C", "C", "N", "C", "C", "C", "C", "C", "C", "H", "H", "H", "H", "H", "H", "H", "H", "H", "H", "H", "H", "S", "C", "S", "S", "C", "As", "C", "C", "H", "H", "H", "H", "H", "H", "H", "H", "H", "C", "N", "C", "C", "N", "C", "S", "H", "H", "H", "H", "H", "H", "C", "C", "O", "N", "Te", "C", "C", "C", "C", "C", "C", "C", "C", "C", "C", "C", "C", "C", "C", "C", "C", "C", "C", "H", "H", "H", "H", "H", "H", "H", "H", "H", "H", "H", "H", "H", "H", "H", "H", "H", "H", "H", "H", "H", "H", "H", "H", "H"], "positions_angstrom": [[0.051, -2.477, -0.170], [4.315, -0.696, 0.334], [4.318, -0.070, 1.595], [3.137, 0.062, 2.271], [1.924, -0.455, 1.731], [1.887, -1.076, 0.532], [3.089, -1.176, -0.137], [0.800, -0.204, 2.490], [-0.291, -0.893, 2.528], [-0.611, -2.137, 1.953], [-1.967, -2.383, 2.185], [-2.696, -3.389, 1.870], [-2.164, -4.526, 1.329], [-2.775, -5.733, 1.703], [-2.406, -6.884, 1.114], [-1.439, -6.867, 0.120], [-0.877, -5.635, -0.238], [-1.214, -4.479, 0.384], [-2.539, -1.233, 2.925], [-3.823, -1.075, 3.401], [-4.023, 0.043, 4.169], [-2.976, 0.964, 4.456], [-1.686, 0.739, 4.026], [-1.504, -0.380, 3.230], [5.210, -0.727, -0.282], [5.213, 0.315, 2.025], [3.104, 0.515, 3.255], [3.055, -1.590, -1.135], [-3.498, -5.707, 2.499], [-2.956, -7.793, 1.365], [-1.159, -7.766, -0.432], [-0.113, -5.482, -0.981], [-4.595, -1.797, 3.226], [-5.027, 0.257, 4.552], [-3.253, 1.822, 5.069], [-0.920, 1.481, 4.223], [2.682, -5.981, -3.472], [1.545, -4.881, -2.922], [0.207, -4.702, -3.978], [1.880, -4.025, -1.473], [0.922, -5.722, 2.674], [1.976, -4.312, 1.869], [2.518, -3.543, 3.544], [3.564, -5.392, 1.497], [1.425, -6.322, 3.444], [0.550, -6.417, 1.901], [0.040, -5.274, 3.156], [2.780, -4.294, 4.290], [1.766, -2.911, 3.963], [3.344, -2.850, 3.391], [3.842, -6.033, 2.321], [4.377, -4.750, 1.168], [3.322, -6.003, 0.610], [0.695, 0.508, -5.547], [1.471, -0.639, -5.163], [2.217, -1.444, -6.022], [2.830, -2.372, -5.271], [2.432, -2.156, -3.974], [1.552, -1.119, -3.901], [0.843, -0.450, -2.511], [0.441, 0.429, -6.597], [1.224, 1.472, -5.389], [-0.232, 0.536, -4.951], [2.286, -1.219, -7.057], [3.459, -3.209, -5.534], [2.627, -2.784, -3.226], [-3.311, -2.060, -1.869], [-1.904, -2.021, -1.414], [-1.062, -2.949, -1.847], [-1.444, -1.209, -0.543], [-0.254, 2.419, 0.378], [-1.962, 3.477, -0.302], [-2.638, 3.066, -1.465], [-2.205, 1.909, -2.341], [-3.767, 3.742, -1.887], [-4.393, 4.743, -1.149], [-5.758, 5.277, -1.513], [-3.769, 5.091, 0.041], [-2.543, 4.514, 0.470], [-1.961, 4.973, 1.764], [1.159, 4.028, 0.207], [1.936, 4.312, 1.316], [1.912, 3.500, 2.618], [2.929, 5.293, 1.206], [3.151, 6.023, 0.061], [4.259, 7.058, -0.079], [2.312, 5.748, -1.014], [1.355, 4.730, -0.994], [0.642, 4.387, -2.270], [-3.958, -2.613, -1.168], [-3.484, -2.417, -2.881], [-3.711, -1.032, -1.824], [-2.099, 0.992, -1.760], [-1.258, 2.148, -2.848], [-2.962, 1.774, -3.135], [-4.216, 3.475, -2.835], [-6.023, 5.045, -2.553], [-5.743, 6.352, -1.360], [-6.517, 4.867, -0.815], [-4.181, 5.861, 0.653], [-2.633, 5.689, 2.246], [-0.982, 5.468, 1.698], [-1.838, 4.103, 2.411], [2.642, 3.888, 3.302], [0.918, 3.542, 3.047], [2.122, 2.450, 2.413], [3.537, 5.531, 2.063], [5.249, 6.607, 0.101], [4.150, 7.885, 0.651], [4.267, 7.470, -1.103], [2.433, 6.300, -1.938], [1.004, 5.010, -3.088], [-0.456, 4.525, -2.200], [0.878, 3.322, -2.478]]}

***

# 2
{"formula": "C4H3LaO", "method": "the ωB97M-V functional and the def2-TZVPD basis", "spin_multiplicity": 2, "charge": 3, "de_lowest_kj_mol": 55.3, "e_homo_ev": [-23.6, -24.2], "elements": ["C", "C", "C", "H", "C", "O", "La", "H", "H"], "positions_angstrom": [[-0.583, -1.479, -0.264], [-1.883, -1.148, -0.697], [-1.320, -0.458, 0.305], [-2.628, -1.313, -1.476], [0.929, 1.428, 0.683], [1.865, 0.870, 0.059], [2.107, -1.512, -0.797], [0.818, 1.133, 1.744], [0.694, 2.479, 0.442]]}

***

# 3
{"formula": "CH3Br2IOSi", "method": "the ωB97M-V functional and the def2-TZVPD basis", "spin_multiplicity": 1, "de_lowest_kj_mol": 370.7, "e_homo_ev": [-8.4, -8.4], "elements": ["C", "O", "Si", "Br", "Br", "I", "H", "H", "H"], "positions_angstrom": [[-1.391, -0.033, -0.426], [-0.247, -0.630, 0.313], [1.329, -0.483, 0.442], [1.850, -0.799, 2.523], [0.268, 3.172, -0.453], [2.921, -1.631, -1.014], [-2.123, -0.181, 0.414], [-1.274, -0.541, -1.299], [-1.334, 1.126, -0.500]]}

***

# 4
{"formula": "C4H13NO2", "method": "the ωB97M-V functional and the def2-TZVPD basis", "spin_multiplicity": 1, "de_lowest_kj_mol": 132.5, "smiles": "C=NCCC.O.O", "e_homo_ev": -9.6, "elements": ["C", "N", "C", "C", "C", "H", "H", "H", "H", "H", "H", "H", "H", "H", "O", "H", "H", "O", "H", "H"], "positions_angstrom": [[-0.606, 0.317, -2.355], [-1.047, 0.240, -1.180], [-0.363, -0.594, -0.172], [0.330, 0.326, 0.832], [0.916, -0.365, 2.036], [0.408, 0.051, -2.660], [-1.239, 0.623, -3.179], [0.322, -1.266, -0.695], [-1.112, -1.110, 0.444], [-0.448, 1.013, 1.186], [1.180, 0.791, 0.346], [1.339, 0.339, 2.749], [1.708, -1.060, 1.777], [0.197, -0.883, 2.685], [-3.380, 0.212, 0.830], [-2.689, 0.464, 0.181], [-3.742, 1.089, 1.080], [2.627, 0.255, -1.068], [2.173, -0.580, -1.242], [3.425, 0.139, -1.597]]}

***

# 5
{"formula": "C3H5N2P", "method": "the ωB97M-V functional and the def2-TZVPD basis", "spin_multiplicity": 1, "de_lowest_kj_mol": 491.4, "smiles": "CC1=CN1.N#P", "e_homo_ev": -7.9, "elements": ["C", "C", "C", "N", "H", "H", "H", "H", "H", "N", "P"], "positions_angstrom": [[0.209, 0.385, 1.103], [-0.389, -0.362, -0.002], [-1.266, -1.166, -0.431], [-1.256, 0.085, -1.199], [-0.397, 1.312, 0.999], [1.309, 0.629, 0.996], [0.005, -0.031, 2.164], [-1.557, -2.182, -0.537], [-0.616, 0.036, -1.841], [0.332, 1.433, -2.527], [0.239, 2.912, -2.694]]}

***

# 6
{"formula": "C25H22Cl8FeN2OSSi", "method": "the ωB97M-V functional and the def2-TZVPD basis", "spin_multiplicity": 2, "charge": 1, "de_lowest_kj_mol": 0.0, "e_homo_ev": [-10.9, -10.9], "elements": ["Fe", "Cl", "C", "C", "C", "Cl", "C", "Cl", "C", "Cl", "C", "Cl", "Cl", "C", "C", "C", "C", "C", "C", "N", "C", "C", "N", "C", "O", "C", "C", "C", "Cl", "S", "C", "C", "C", "Cl", "C", "H", "H", "H", "H", "H", "H", "H", "H", "H", "H", "H", "H", "H", "C", "Si", "C", "C", "H", "H", "H", "H", "H", "H", "H", "H", "H"], "positions_angstrom": [[-1.184, 1.286, 2.648], [-3.072, 2.235, 2.431], [0.512, 1.950, 2.479], [0.841, 0.797, 3.186], [2.003, 0.144, 2.741], [2.381, -1.423, 3.362], [2.843, 0.733, 1.804], [4.283, -0.045, 1.315], [2.517, 1.991, 1.242], [3.562, 2.719, 0.112], [1.300, 2.591, 1.556], [0.727, 4.011, 0.778], [0.368, 5.260, -3.210], [-0.116, 3.601, -3.217], [-1.241, 3.206, -3.918], [-1.598, 1.869, -3.895], [-0.889, 0.912, -3.171], [-1.424, -0.509, -3.214], [-2.462, -0.780, -2.119], [-1.900, -0.698, -0.780], [-1.170, -1.677, -0.151], [-0.796, -1.170, 1.047], [-1.293, 0.116, 1.149], [-1.948, 0.368, 0.022], [-0.415, -1.483, -3.134], [-0.238, -2.257, -4.324], [0.964, -3.119, -4.135], [2.240, -2.640, -4.178], [2.702, -1.025, -4.511], [3.413, -3.852, -3.878], [2.191, -5.037, -3.691], [0.946, -4.514, -3.852], [0.232, 1.352, -2.466], [1.205, 0.310, -1.468], [0.632, 2.679, -2.508], [-1.814, 3.928, -4.482], [-2.463, 1.553, -4.468], [-1.966, -0.603, -4.161], [-2.867, -1.782, -2.252], [-3.278, -0.061, -2.189], [-0.960, -2.619, -0.624], [-0.211, -1.627, 1.826], [-2.472, 1.281, -0.203], [-0.094, -1.583, -5.176], [-1.124, -2.872, -4.513], [2.460, -6.059, -3.484], [0.040, -5.099, -3.786], [1.517, 2.990, -1.976], [1.418, 0.142, 6.184], [0.077, 0.410, 4.933], [-1.113, -1.031, 4.809], [-0.883, 1.978, 5.323], [0.939, 0.082, 7.164], [2.133, 0.965, 6.212], [1.958, -0.787, 6.013], [-1.567, -1.198, 5.789], [-0.605, -1.954, 4.523], [-1.934, -0.868, 4.102], [-1.224, 1.885, 6.359], [-1.806, 2.146, 4.756], [-0.275, 2.882, 5.269]]}

***

# 7
{"formula": "C6H10N2O2S2", "method": "the ωB97M-V functional and the def2-TZVPD basis", "spin_multiplicity": 1, "de_lowest_kj_mol": 285.4, "e_homo_ev": -8.6, "elements": ["C", "C", "C", "C", "C", "C", "N", "N", "O", "O", "S", "S", "H", "H", "H", "H", "H", "H", "H", "H", "H", "H"], "positions_angstrom": [[-2.113, -1.639, 1.197], [-1.942, -2.084, 2.418], [-1.555, 0.397, 2.265], [1.368, -0.760, 0.220], [0.696, 1.633, 0.696], [0.728, 0.589, -0.055], [-1.947, -0.242, 1.143], [0.891, 0.696, -2.732], [-0.885, -0.804, -1.637], [-1.226, 1.615, -1.587], [-1.494, -0.775, 3.495], [-0.311, 0.516, -1.520], [-2.024, -2.208, 0.268], [-1.963, -2.930, 3.077], [2.559, -0.556, 0.407], [0.929, -1.209, 1.071], [1.262, -1.378, -0.615], [0.015, 2.410, 0.618], [-2.059, 0.130, 0.201], [1.273, 1.863, 1.559], [1.553, 1.405, -2.507], [0.366, 0.807, -3.701]]}

***

# 8
{"formula": "C48H86F12N14O6P2", "method": "the ωB97M-V functional and the def2-TZVPD basis", "spin_multiplicity": 1, "charge": 2, "e_homo_ev": -8.9, "elements": ["C", "C", "N", "C", "C", "N", "C", "C", "H", "H", "H", "H", "H", "H", "H", "H", "H", "H", "H", "C", "C", "N", "C", "C", "N", "C", "C", "H", "H", "H", "H", "H", "H", "H", "H", "H", "H", "H", "C", "C", "N", "C", "C", "N", "C", "C", "H", "H", "H", "H", "H", "H", "H", "H", "H", "H", "H", "C", "C", "N", "C", "C", "N", "C", "C", "H", "H", "H", "H", "H", "H", "H", "H", "H", "H", "H", "C", "C", "N", "C", "C", "N", "C", "C", "H", "H", "H", "H", "H", "H", "H", "H", "H", "H", "H", "C", "C", "N", "C", "C", "N", "C", "C", "H", "H", "H", "H", "H", "H", "H", "H", "H", "H", "H", "C", "C", "N", "C", "C", "N", "C", "C", "H", "H", "H", "H", "H", "H", "H", "H", "H", "H", "H", "C", "C", "O", "O", "H", "H", "H", "C", "C", "O", "O", "H", "H", "H", "C", "C", "O", "O", "H", "H", "H", "P", "F", "F", "F", "F", "F", "F", "P", "F", "F", "F", "F", "F", "F"], "positions_angstrom": [[3.652, 3.619, 1.364], [4.605, 2.400, 1.274], [4.925, 2.002, -0.097], [6.201, 1.760, -0.541], [6.142, 1.651, -1.902], [4.829, 1.599, -2.272], [4.094, 1.873, -1.146], [4.266, 1.438, -3.597], [3.419, 4.010, 2.351], [2.722, 3.515, 0.804], [4.159, 4.439, 0.847], [4.098, 1.558, 1.748], [5.540, 2.654, 1.767], [7.053, 1.764, 0.117], [6.935, 1.443, -2.603], [3.018, 1.987, -1.129], [3.442, 0.727, -3.607], [4.991, 1.101, -4.337], [3.916, 2.389, -4.002], [-2.926, 4.856, -2.313], [-2.848, 3.301, -2.329], [-2.187, 2.865, -3.561], [-2.837, 2.552, -4.738], [-1.839, 2.555, -5.693], [-0.639, 2.776, -5.057], [-0.854, 2.800, -3.741], [0.700, 2.808, -5.620], [-3.664, 5.197, -3.042], [-1.986, 5.354, -2.547], [-3.337, 5.226, -1.374], [-3.854, 2.883, -2.332], [-2.272, 2.885, -1.505], [-3.911, 2.532, -4.657], [-1.975, 2.495, -6.760], [-0.091, 2.802, -2.978], [1.202, 3.726, -5.311], [0.609, 2.831, -6.703], [1.275, 1.981, -5.208], [-6.047, -1.671, -4.002], [-5.623, -0.269, -3.697], [-5.330, -0.135, -2.255], [-6.216, 0.298, -1.305], [-5.623, 0.191, -0.053], [-4.420, -0.432, -0.306], [-4.283, -0.662, -1.606], [-3.490, -0.837, 0.734], [-6.966, -1.909, -3.468], [-5.281, -2.442, -3.906], [-6.222, -1.768, -5.076], [-6.394, 0.490, -3.829], [-4.692, 0.062, -4.157], [-7.175, 0.750, -1.499], [-6.042, 0.494, 0.895], [-3.449, -1.096, -2.136], [-3.010, -0.027, 1.276], [-2.689, -1.407, 0.262], [-4.015, -1.557, 1.359], [-1.278, -9.149, -1.232], [-0.818, -8.260, -0.081], [-0.978, -6.846, -0.376], [-2.177, -6.190, -0.534], [-2.003, -4.933, -1.044], [-0.659, -4.735, -0.965], [-0.043, -5.917, -0.705], [0.039, -3.508, -1.204], [-0.949, -8.692, -2.167], [-2.357, -9.284, -1.263], [-0.788, -10.122, -1.260], [0.259, -8.417, -0.011], [-1.371, -8.475, 0.832], [-3.100, -6.710, -0.325], [-2.689, -4.161, -1.362], [1.016, -6.084, -0.591], [-0.229, -3.077, -2.171], [1.112, -3.681, -1.133], [-0.270, -2.763, -0.469], [0.649, -2.080, 3.106], [0.477, -2.922, 4.376], [0.119, -4.310, 4.043], [-1.078, -4.660, 3.465], [-0.926, -5.963, 3.048], [0.231, -6.457, 3.636], [0.895, -5.395, 4.146], [0.676, -7.835, 3.429], [1.113, -2.569, 2.246], [1.160, -1.130, 3.262], [-0.347, -1.805, 2.743], [-0.311, -2.567, 5.039], [1.434, -2.872, 4.895], [-1.787, -3.868, 3.238], [-1.641, -6.575, 2.524], [1.879, -5.420, 4.585], [1.760, -7.897, 3.452], [0.183, -8.219, 2.543], [0.287, -8.397, 4.279], [-0.691, 4.178, 5.972], [0.645, 4.385, 5.268], [0.519, 4.703, 3.862], [0.472, 3.809, 2.800], [0.168, 4.513, 1.664], [0.046, 5.839, 1.986], [0.345, 5.926, 3.306], [-0.251, 6.958, 1.107], [-1.458, 3.660, 5.397], [-1.140, 5.124, 6.282], [-0.612, 3.645, 6.920], [1.198, 3.446, 5.344], [1.297, 5.094, 5.776], [0.637, 2.770, 3.031], [0.177, 4.237, 0.621], [0.252, 6.849, 3.857], [-0.017, 7.913, 1.575], [-1.290, 6.977, 0.789], [0.449, 6.904, 0.272], [6.441, -2.699, 2.822], [6.443, -1.480, 1.884], [5.315, -1.489, 0.916], [4.006, -1.415, 1.340], [3.249, -1.413, 0.191], [4.068, -1.720, -0.845], [5.337, -1.687, -0.405], [3.614, -1.892, -2.212], [5.536, -2.757, 3.426], [7.180, -2.443, 3.584], [6.700, -3.628, 2.323], [7.325, -1.558, 1.246], [6.470, -0.495, 2.345], [3.937, -1.255, 2.403], [2.185, -1.292, 0.073], [6.175, -1.727, -1.082], [4.276, -1.414, -2.931], [2.556, -1.672, -2.328], [3.763, -2.954, -2.428], [-1.678, -1.226, -4.414], [-2.580, -2.462, -4.481], [-3.153, -2.570, -5.566], [-2.588, -3.307, -3.519], [-1.400, -0.973, -3.383], [-2.277, -0.330, -4.602], [-0.853, -1.340, -5.112], [-2.911, 3.944, 2.421], [-4.386, 3.508, 2.360], [-4.670, 2.358, 1.952], [-5.251, 4.326, 2.747], [-2.468, 3.758, 1.440], [-2.386, 3.431, 3.226], [-2.937, 5.025, 2.574], [-2.289, 0.474, 3.849], [-3.127, -0.691, 4.255], [-4.131, -0.464, 4.951], [-2.897, -1.814, 3.720], [-1.704, 0.801, 4.718], [-2.928, 1.315, 3.583], [-1.548, 0.264, 3.074], [2.242, 5.421, -2.455], [0.929, 5.527, -3.424], [3.088, 5.766, -3.811], [2.103, 6.967, -2.116], [3.569, 5.219, -1.582], [1.343, 4.944, -1.182], [2.254, 3.823, -2.922], [0.010, 0.861, -0.163], [0.560, 2.303, -0.705], [1.250, 0.915, 0.900], [-1.045, 1.609, 0.800], [-0.450, -0.538, 0.427], [-1.116, 0.725, -1.328], [1.014, 0.016, -1.175]]}